#w
The following is a quantum chemistry calculation of a molecular structure, C2H6NP, from the Open Molecules 2025 dataset.

Last column: Mulliken charge in e.
Cartesian coordinates (Å):
C  1.02  -0.12  -0.57  -0.755
C  -0.38  0.71  0.61  -0.697
N  -2.39  -0.86  0.24  -0.511
P  -1.83  0.44  -0.40  0.129
H  1.10  -1.22  -0.34  0.241
H  0.41  0.16  -1.48  0.305
H  1.94  0.42  -0.20  0.281
H  -0.12  1.73  0.76  0.426
H  -0.52  0.06  1.44  0.333
H  -3.14  -1.36  -0.29  0.248

Output
Highest occupied orbital energy, eV: -8.8669
Spin multiplicity: 1
HOMO-LUMO gap, eV: 8.9

***

#x
The following is a quantum chemistry calculation of a single C2H6NP molecule, from the Open Molecules 2025 dataset.

Last column: Mulliken charge in e.
Cartesian coordinates (Å):
C  1.50  -0.28  -0.20  -0.779
P  -0.18  -1.05  0.05  0.063
C  -1.12  0.38  0.57  -0.369
N  -1.15  0.04  -0.81  -0.449
H  2.27  -0.73  0.49  0.267
H  1.35  0.83  0.11  0.195
H  1.90  -0.31  -1.18  0.302
H  -0.71  1.36  0.72  0.263
H  -1.85  0.10  1.40  0.257
H  -2.01  -0.35  -1.15  0.250

Output
SMILES: CP1CN1
Highest occupied orbital energy, eV: -9.1548
Spin multiplicity: 1
HOMO-LUMO gap, eV: 10.5

***

Most favorable first, least favorable last: #x, #w

***

#w
The following is a quantum chemistry calculation of 2 unconnected molecules or ions with the total composition C2H6NP, from the Open Molecules 2025 dataset.

Last column: Mulliken charge in e.
Cartesian coordinates (Å):
C  -1.01  -0.34  -0.57  -0.344
C  0.34  -0.43  -1.26  -0.194
N  0.09  -1.11  -0.04  -0.394
P  1.07  0.39  2.17  -0.024
H  -1.09  0.60  0.00  0.169
H  -1.86  -0.79  -1.00  0.288
H  0.42  -1.10  -2.20  0.222
H  0.93  0.48  -1.21  0.209
H  -0.28  0.69  2.58  0.037
H  1.39  1.63  1.54  0.033

Output
Highest occupied orbital energy (spin up / spin down), eV: -8.6079 / -9.6140
Spin multiplicity: 1
HOMO-LUMO gap (spin up / spin down), eV: 8.1 / 8.7

***

#x
The following is a quantum chemistry calculation of 2 unconnected molecules or ions with the total composition C2H6NP, from the Open Molecules 2025 dataset.

Last column: Mulliken charge in e.
Cartesian coordinates (Å):
C  0.84  -1.19  -0.78  -0.140
C  -1.07  0.10  1.04  -0.425
N  -0.13  -1.59  -0.15  -0.419
P  -0.14  1.56  0.77  -0.019
H  1.43  -1.89  -1.38  0.281
H  1.23  -0.16  -0.79  0.048
H  -0.97  -0.37  2.00  0.281
H  -2.06  0.05  0.61  0.279
H  1.15  1.03  0.87  0.058
H  -0.15  1.58  -0.63  0.056

Output
Highest occupied orbital energy (spin up / spin down), eV: -8.4315 / -8.1220
Spin multiplicity: 1
HOMO-LUMO gap (spin up / spin down), eV: 8.6 / 8.3

***

Most favorable first, least favorable last: #x, #w

***

#w
The following is a quantum chemistry calculation of 7 unconnected molecules or ions with the total composition C21H55NO13, from the Open Molecules 2025 dataset.

Last column: Mulliken charge in e.
Cartesian coordinates (Å):
C  3.70  5.23  -2.05  -2.116
C  4.12  3.79  -1.75  2.024
C  5.37  3.88  -0.85  -1.895
C  2.99  3.10  -0.99  -1.505
C  3.15  1.59  -0.83  0.225
C  3.57  0.93  -2.13  -1.127
C  4.63  1.65  -3.00  2.129
C  6.04  1.30  -2.55  -1.809
C  4.45  1.11  -4.42  -2.178
N  4.27  3.07  -3.00  0.193
O  5.07  3.80  -3.92  -0.510
H  2.97  5.26  -2.87  0.418
H  3.30  5.71  -1.15  0.423
H  4.54  5.82  -2.40  0.418
H  5.22  4.65  -0.09  0.471
H  5.56  2.93  -0.35  0.329
H  6.26  4.13  -1.43  0.366
H  2.86  3.61  -0.02  0.474
H  2.05  3.32  -1.52  0.399
H  3.87  1.42  -0.02  0.332
H  2.22  1.12  -0.50  -0.452
H  2.68  0.66  -2.71  0.067
H  4.00  -0.06  -1.91  0.443
H  6.25  1.47  -1.49  0.330
H  6.77  1.89  -3.11  0.399
H  6.24  0.24  -2.68  0.456
H  4.79  0.08  -4.47  0.388
H  5.15  1.61  -5.11  0.512
H  3.45  1.23  -4.82  0.435
H  4.49  3.92  -4.67  0.346
O  0.10  -0.98  0.90  -0.336
C  -0.89  -1.37  1.83  -0.830
C  -2.21  -1.56  1.17  0.677
O  -2.83  -0.29  0.97  -0.434
H  0.24  -0.02  0.94  0.075
H  -0.57  -2.28  2.34  0.203
H  -0.94  -0.66  2.67  0.263
H  -2.89  -2.21  1.74  0.274
H  -2.09  -2.04  0.20  -0.408
H  -3.47  -0.41  0.26  0.164
O  1.90  -2.11  -0.97  -0.554
C  0.88  -2.70  -1.75  -0.318
C  0.22  -1.75  -2.73  -0.268
O  -0.88  -1.04  -2.14  -0.503
H  1.49  -1.67  -0.21  0.460
H  1.33  -3.54  -2.28  0.410
H  0.09  -3.11  -1.11  0.088
H  -0.23  -2.34  -3.53  0.362
H  0.96  -1.03  -3.09  0.169
H  -0.55  -0.43  -1.47  0.312
O  -0.96  -4.33  6.06  -0.520
C  0.30  -4.85  5.64  -0.467
C  1.23  -3.78  5.21  -0.113
O  1.70  -3.07  6.37  -0.541
H  -0.76  -3.63  6.69  0.327
H  0.73  -5.51  6.40  0.296
H  0.10  -5.49  4.77  0.309
H  0.73  -3.10  4.52  0.079
H  2.09  -4.18  4.65  0.352
H  2.27  -2.37  6.07  0.304
O  -0.74  1.52  -0.09  -0.287
C  -0.75  2.88  0.35  -0.136
C  -1.34  3.01  1.72  -0.630
O  -2.66  2.56  1.64  -0.454
H  -1.55  1.12  0.28  0.271
H  0.27  3.28  0.33  0.104
H  -1.36  3.46  -0.35  0.256
H  -1.18  4.03  2.10  0.417
H  -0.75  2.36  2.40  0.252
H  -2.95  2.20  2.48  0.288
O  -4.65  -1.38  -1.23  -0.503
C  -4.12  -2.61  -1.70  -0.069
C  -4.69  -3.82  -0.97  -0.516
O  -4.22  -3.99  0.37  -0.425
H  -5.59  -1.38  -1.43  0.285
H  -4.45  -2.75  -2.74  0.385
H  -3.03  -2.60  -1.69  -0.098
H  -4.50  -4.73  -1.55  0.469
H  -5.78  -3.74  -0.93  0.244
H  -3.87  -4.89  0.42  0.278
O  -7.69  -1.51  1.77  -0.542
C  -6.52  -0.71  1.88  0.128
C  -6.71  0.63  1.25  -0.415
O  -7.50  1.49  2.06  -0.561
H  -7.60  -2.21  2.42  0.304
H  -6.31  -0.48  2.94  0.292
H  -5.60  -1.19  1.52  0.001
H  -7.14  0.54  0.25  0.323
H  -5.72  1.08  1.16  0.190
H  -8.41  1.21  1.99  0.331

Output
SMILES: CC1(C)CCCC(C)(C)N1O.OCCO.OCCO.OCCO.OCCO.OCCO.OCCO
Highest occupied orbital energy, eV: -8.2848
Spin multiplicity: 1
HOMO-LUMO gap, eV: 8.6

***

#x
The following is a quantum chemistry calculation of 7 unconnected molecules or ions with the total composition C21H55NO13, from the Open Molecules 2025 dataset.

Last column: Mulliken charge in e.
Cartesian coordinates (Å):
C  16.65  22.04  4.44  -1.681
C  16.31  23.51  4.03  1.406
C  17.37  24.41  4.67  -2.022
C  16.56  23.69  2.41  -1.121
C  15.50  23.05  1.52  -0.653
C  14.08  23.50  2.03  -1.144
C  13.73  23.57  3.66  1.370
C  12.67  24.73  3.85  -1.801
C  13.22  22.23  4.23  -1.630
N  14.95  24.03  4.34  0.361
O  14.82  24.22  5.69  -0.498
H  16.11  21.30  3.85  0.279
H  17.71  21.82  4.46  0.415
H  16.35  21.92  5.48  0.384
H  18.33  24.15  4.22  0.439
H  17.12  25.46  4.47  0.455
H  17.34  24.32  5.75  0.432
H  16.64  24.77  2.28  0.441
H  17.57  23.33  2.18  0.412
H  15.65  23.31  0.47  0.393
H  15.54  21.96  1.58  0.313
H  13.34  22.84  1.58  0.364
H  13.95  24.44  1.49  0.388
H  13.04  25.63  3.37  0.412
H  12.54  24.90  4.92  0.412
H  11.67  24.45  3.52  0.395
H  13.12  22.23  5.31  0.364
H  13.83  21.39  3.89  0.316
H  12.18  21.99  3.99  0.454
H  15.01  25.15  5.83  0.346
O  22.85  16.30  -9.02  -0.520
C  24.16  16.04  -9.28  -0.328
C  25.03  17.10  -8.55  -0.462
O  24.89  18.35  -9.19  -0.503
H  22.70  17.25  -9.05  0.325
H  24.59  15.09  -8.96  0.311
H  24.21  16.16  -10.36  0.256
H  26.04  16.69  -8.52  0.362
H  24.61  17.22  -7.55  0.280
H  25.73  18.83  -9.26  0.279
O  18.39  24.86  -12.46  -0.524
C  17.81  26.12  -12.18  -0.250
C  16.41  26.34  -12.51  -0.359
O  16.00  27.68  -12.38  -0.525
H  19.26  24.78  -12.07  0.310
H  17.94  26.42  -11.14  0.254
H  18.34  26.84  -12.80  0.226
H  15.69  25.76  -11.94  0.276
H  16.22  26.04  -13.54  0.278
H  15.12  27.72  -12.76  0.315
O  10.03  25.15  -7.61  -0.503
C  11.31  24.80  -8.10  -0.328
C  12.28  24.49  -6.99  -0.389
O  11.98  23.25  -6.33  -0.530
H  9.99  26.11  -7.63  0.311
H  11.32  23.91  -8.73  0.250
H  11.80  25.60  -8.65  0.294
H  12.25  25.20  -6.16  0.273
H  13.21  24.56  -7.56  0.316
H  11.28  23.37  -5.68  0.304
O  16.46  20.40  -8.06  -0.502
C  17.54  20.59  -7.07  -0.249
C  18.81  21.09  -7.75  -0.475
O  19.12  20.37  -8.89  -0.514
H  15.75  20.83  -7.59  0.307
H  17.19  21.26  -6.28  0.371
H  17.82  19.61  -6.67  0.194
H  19.70  21.05  -7.13  0.285
H  18.58  22.09  -8.12  0.272
H  18.57  20.72  -9.59  0.311
O  23.70  24.68  -10.52  -0.511
C  24.64  25.40  -9.73  -0.232
C  24.47  26.88  -10.32  -0.499
O  24.93  26.91  -11.68  -0.525
H  23.61  23.76  -10.27  0.268
H  24.38  25.36  -8.67  0.310
H  25.64  25.02  -9.93  0.252
H  25.04  27.57  -9.69  0.327
H  23.46  27.31  -10.29  0.292
H  24.29  26.46  -12.24  0.317
O  15.10  17.09  -15.34  -0.518
C  15.78  17.00  -14.09  -0.155
C  16.36  15.62  -13.77  -0.555
O  15.34  14.74  -13.25  -0.504
H  15.25  16.34  -15.92  0.305
H  16.59  17.72  -14.18  0.241
H  15.13  17.40  -13.31  0.250
H  17.18  15.73  -13.06  0.275
H  16.87  15.20  -14.64  0.349
H  15.08  14.95  -12.35  0.312

Output
SMILES: CC1(C)CCCC(C)(C)N1O.OCCO.OCCO.OCCO.OCCO.OCCO.OCCO
Highest occupied orbital energy, eV: -8.2295
Spin multiplicity: 1
HOMO-LUMO gap, eV: 8.3

***

Most favorable first, least favorable last: #w, #x